No. 1
Density functional theory data (ωB97M-V with the def2-TZVPD basis set) for an isolated molecule of C26H36N2O5.

Computed properties:
- frontier orbital gap (hartree) = 0.3076
- energy above the lowest of the compared OMol25 structures with the same formula, charge and spin (kcal per mole) = 0.0
- SMILES = CC(=O)O[C@@H]1[C@@H](N2CCCCC2)c2c(ccc(/C=C/C(=O)N3CCCCC3)c2O)OC1(C)C

Element x y z (Å)
1 C -6.63 -1.12 0.65
2 C -5.47 -0.65 -0.18
3 O -5.32 -0.87 -1.35
4 O -4.61 0.06 0.57
5 C -3.47 0.64 -0.07
6 C -2.18 0.04 0.53
7 N -1.92 -1.34 0.14
8 C -2.72 -2.37 0.79
9 C -1.98 -3.71 0.67
10 C -1.77 -4.05 -0.80
11 C -1.04 -2.90 -1.50
12 C -1.81 -1.60 -1.29
13 C -0.99 0.92 0.17
14 C -1.19 2.19 -0.37
15 C -0.10 2.98 -0.72
16 C 1.18 2.52 -0.49
17 C 1.42 1.28 0.10
18 C 2.80 0.89 0.34
19 C 3.25 -0.12 1.09
20 C 4.70 -0.32 1.37
21 O 5.13 -0.22 2.51
22 N 5.50 -0.63 0.33
23 C 5.08 -0.85 -1.03
24 C 5.58 0.28 -1.95
25 C 6.83 0.93 -1.34
26 C 7.69 -0.15 -0.67
27 C 6.93 -0.72 0.53
28 C 0.31 0.46 0.41
29 O 0.53 -0.77 0.92
30 O -2.42 2.73 -0.60
31 C -3.52 2.17 0.10
32 C -4.77 2.73 -0.56
33 C -3.47 2.57 1.58
34 H -6.37 -1.13 1.70
35 H -6.95 -2.10 0.31
36 H -7.46 -0.43 0.49
37 H -3.52 0.41 -1.14
38 H -2.31 0.03 1.62
39 H -2.86 -2.11 1.84
40 H -3.71 -2.48 0.32
41 H -2.56 -4.49 1.16
42 H -1.01 -3.63 1.17
43 H -1.20 -4.97 -0.90
44 H -2.74 -4.20 -1.28
45 H -0.95 -3.10 -2.57
46 H -0.04 -2.80 -1.08
47 H -1.28 -0.76 -1.75
48 H -2.80 -1.69 -1.76
49 H -0.28 3.94 -1.15
50 H 2.02 3.14 -0.74
51 H 3.52 1.55 -0.13
52 H 2.58 -0.74 1.66
53 H 5.51 -1.81 -1.36
54 H 3.99 -0.94 -1.07
55 H 5.82 -0.14 -2.93
56 H 4.80 1.03 -2.09
57 H 7.39 1.45 -2.11
58 H 6.53 1.66 -0.58
59 H 7.90 -0.93 -1.40
60 H 8.64 0.27 -0.34
61 H 7.15 -0.16 1.45
62 H 7.22 -1.77 0.71
63 H -0.32 -1.27 0.83
64 H -4.85 2.38 -1.59
65 H -5.66 2.43 -0.01
66 H -4.71 3.82 -0.57
67 H -2.48 2.37 2.00
68 H -4.21 2.01 2.14
69 H -3.67 3.63 1.67

Here are the Löwdin charges for atoms 1 to 8, given in e: 0.034 -0.546 0.107 0.027 -0.175 -0.164 -0.152 -0.167

=====

No. 2
Density functional theory data (ωB97M-V with the def2-TZVPD basis set) for a structure of composition C5H6ClF.

Computed properties:
- frontier orbital gap (hartree) = 0.3797
- energy above the lowest of the compared OMol25 structures with the same formula, charge and spin (kcal per mole) = 78.5

Element x y z (Å)
1 C -0.05 0.16 1.64
2 C -1.09 0.00 0.45
3 C -0.90 -0.04 -0.88
4 C 0.29 0.36 -1.45
5 C 1.36 -0.43 -1.16
6 H 0.64 -0.78 1.82
7 H -1.92 -0.42 0.90
8 H -1.69 -0.31 -1.48
9 H 0.47 1.36 -2.12
10 H 2.48 -0.02 -1.41
11 H 0.99 -1.75 -0.86
12 F 0.54 1.42 1.41
13 Cl -1.11 0.46 3.13

Here are the Löwdin charges for atoms 1 to 8, given in e: -0.587 -0.100 -0.189 -0.267 -0.047 0.142 0.047 0.090

=====

No. 3
Density functional theory data (ωB97M-V with the def2-TZVPD basis set) for a structure of composition C20H23AsCrIN5S4.

Computed properties:
- frontier orbital gap (spin up / spin down) (hartree) = 0.2185 / 0.2198
- <S²> = 3.833
- total charge = -1
- 2S+1 = 4
- energy above the lowest of the compared OMol25 structures with the same formula, charge and spin (kcal per mole) = 3.9

Element x y z (Å)
1 Cr -0.35 0.01 -0.03
2 S -0.70 -3.73 1.44
3 As -1.79 -1.96 1.87
4 S -0.29 -0.35 2.25
5 S -2.47 -1.00 -0.06
6 S -3.35 -1.99 3.26
7 C -3.65 4.48 1.42
8 C -3.48 3.14 1.85
9 C -2.55 2.33 1.25
10 C -1.74 2.80 0.19
11 C -0.76 1.97 -0.46
12 C -0.05 2.53 -1.50
13 C -0.23 3.86 -1.93
14 C -1.15 4.66 -1.31
15 C -1.92 4.15 -0.24
16 C -2.89 4.97 0.40
17 H -4.39 5.11 1.90
18 H -4.09 2.75 2.66
19 H -2.44 1.31 1.60
20 H 0.69 1.93 -2.03
21 H 0.37 4.25 -2.76
22 H -1.30 5.69 -1.63
23 H -3.01 5.99 0.05
24 I 1.61 -1.34 -5.87
25 C 0.48 -1.15 -4.17
26 C -0.81 -1.58 -3.96
27 N -1.14 -1.22 -2.72
28 N -0.13 -0.62 -2.10
29 C 0.87 -0.57 -2.96
30 H -1.50 -2.11 -4.60
31 H -1.93 -1.47 -2.12
32 H 1.81 -0.12 -2.68
33 C 3.84 -3.29 -0.73
34 C 2.47 -3.42 -0.10
35 N 1.82 -2.12 -0.02
36 C 2.46 -0.93 -0.02
37 N 1.75 0.17 0.02
38 C 2.46 1.40 0.39
39 C 3.77 1.51 -0.35
40 C 4.60 0.30 -0.02
41 N 3.83 -0.93 -0.15
42 C 4.57 -2.18 -0.02
43 H 3.75 -3.05 -1.80
44 H 4.39 -4.23 -0.65
45 H 2.56 -3.85 0.90
46 H 1.82 -4.09 -0.66
47 H 0.95 -2.18 0.52
48 H 2.64 1.41 1.47
49 H 1.82 2.24 0.18
50 H 4.32 2.42 -0.07
51 H 3.57 1.56 -1.43
52 H 4.99 0.38 0.99
53 H 5.46 0.22 -0.69
54 H 4.73 -2.43 1.03
55 H 5.56 -2.01 -0.47

Here are the Löwdin charges for atoms 1 to 8, given in e: 0.177 -0.107 -0.458 0.109 0.134 -0.164 -0.102 -0.077

=====

No. 4
Density functional theory data (ωB97M-V with the def2-TZVPD basis set) for a cluster of 8 separate species, C45H77ClF2NO12Si in total.

Computed properties:
- frontier orbital gap (hartree) = 0.2830
- total charge = -1

Element x y z (Å)
1 C 1.93 4.56 3.42
2 C 1.66 3.26 2.75
3 O 1.45 2.24 3.33
4 O 1.63 3.36 1.40
5 C 2.45 2.38 0.71
6 C 2.18 2.50 -0.77
7 C 0.94 1.78 -1.32
8 N 0.81 0.37 -1.06
9 C -0.10 -0.01 -0.07
10 F 0.02 0.81 1.05
11 F 0.13 -1.26 0.40
12 C -1.59 0.10 -0.47
13 C -2.19 -1.19 -1.06
14 Si -3.71 -1.88 -0.19
15 C -3.68 -3.74 -0.51
16 C -5.33 -1.22 -0.89
17 C -3.74 -1.67 1.68
18 C -2.69 -1.22 2.49
19 C -2.83 -1.14 3.87
20 C -4.01 -1.52 4.50
21 C -5.08 -1.96 3.71
22 C -4.94 -2.03 2.33
23 C 1.80 -0.57 -1.63
24 C 1.06 -1.77 -2.27
25 C 1.75 -2.52 -3.42
26 C 1.17 -2.25 -4.80
27 Cl 1.47 -4.32 -3.11
28 C 2.83 -0.91 -0.54
29 C 3.79 -2.02 -0.84
30 C 3.31 -3.51 -0.40
31 O 4.37 -2.51 0.24
32 C 2.57 0.11 -2.82
33 O 1.88 0.41 -3.83
34 O 3.79 0.29 -2.68
35 H 1.75 4.47 4.48
36 H 2.96 4.84 3.21
37 H 1.30 5.33 2.99
38 H 2.30 1.39 1.12
39 H 3.49 2.68 0.88
40 H 3.08 2.21 -1.31
41 H 2.04 3.56 -0.99
42 H 0.08 2.28 -0.89
43 H 0.88 2.02 -2.38
44 H -1.70 0.91 -1.19
45 H -2.15 0.43 0.40
46 H -1.48 -2.00 -1.17
47 H -2.52 -0.96 -2.08
48 H -4.53 -4.25 -0.06
49 H -2.73 -4.13 -0.16
50 H -3.69 -3.89 -1.59
51 H -6.10 -1.95 -0.66
52 H -5.60 -0.26 -0.46
53 H -5.28 -1.17 -1.98
54 H -1.76 -0.92 2.04
55 H -2.00 -0.81 4.49
56 H -4.12 -1.47 5.58
57 H -6.00 -2.24 4.20
58 H -5.78 -2.40 1.76
59 H 0.71 -2.50 -1.55
60 H 0.15 -1.34 -2.70
61 H 2.83 -2.44 -3.44
62 H 0.23 -1.71 -4.74
63 H 1.87 -1.61 -5.34
64 H 1.06 -3.16 -5.37
65 H 2.40 -1.22 0.41
66 H 3.49 -0.06 -0.34
67 H 4.34 -1.96 -1.77
68 H 3.24 -4.09 0.52
69 H 2.28 -3.09 -0.25
70 C 5.01 -2.98 3.25
71 C 4.17 -4.15 3.68
72 O 4.23 -5.22 3.10
73 C 3.26 -3.94 4.86
74 H 5.62 -3.25 2.40
75 H 4.37 -2.15 2.97
76 H 5.66 -2.67 4.08
77 H 2.54 -3.14 4.64
78 H 3.84 -3.68 5.74
79 H 2.71 -4.86 5.06
80 C 0.02 -6.31 1.04
81 C -1.46 -6.59 1.16
82 O -2.18 -6.64 0.19
83 C -2.01 -6.79 2.56
84 H 0.28 -6.18 0.00
85 H 0.28 -5.40 1.59
86 H 0.59 -7.14 1.45
87 H -1.83 -5.90 3.16
88 H -1.52 -7.64 3.03
89 H -3.08 -6.98 2.50
90 C -2.34 7.66 1.18
91 C -1.47 6.60 1.81
92 O -0.95 6.78 2.89
93 C -1.27 5.33 1.04
94 H -2.40 8.52 1.84
95 H -1.91 7.97 0.22
96 H -3.34 7.27 1.02
97 H -0.80 5.54 0.08
98 H -2.23 4.84 0.87
99 H -0.63 4.65 1.59
100 C 0.02 2.40 -5.06
101 C -0.68 3.32 -6.02
102 O -1.11 4.41 -5.69
103 C -0.83 2.83 -7.44
104 H 0.06 2.86 -4.08
105 H -0.52 1.45 -4.98
106 H 1.03 2.19 -5.40
107 H -1.40 1.91 -7.46
108 H 0.16 2.65 -7.88
109 H -1.34 3.59 -8.04
110 C 2.87 8.17 -6.23
111 C 2.04 7.32 -5.30
112 O 2.38 7.13 -4.15
113 C 0.77 6.72 -5.86
114 H 3.75 8.53 -5.70
115 H 3.19 7.58 -7.09
116 H 2.28 9.02 -6.58
117 H 1.00 6.07 -6.71
118 H 0.10 7.52 -6.19
119 H 0.27 6.14 -5.10
120 C 3.82 -5.15 9.97
121 C 4.03 -5.19 8.47
122 O 3.98 -4.19 7.80
123 C 4.32 -6.54 7.86
124 H 3.62 -4.13 10.28
125 H 2.96 -5.77 10.24
126 H 4.71 -5.52 10.48
127 H 3.48 -7.22 8.05
128 H 5.23 -6.96 8.29
129 H 4.45 -6.43 6.78
130 C -4.89 3.88 -2.41
131 C -5.56 2.55 -2.15
132 O -5.50 2.01 -1.07
133 C -6.31 1.93 -3.30
134 H -4.39 4.21 -1.50
135 H -4.15 3.77 -3.20
136 H -5.63 4.62 -2.70
137 H -5.63 1.74 -4.13
138 H -7.11 2.59 -3.63
139 H -6.74 0.98 -2.98

Here are the Löwdin charges for atoms 1 to 8, given in e: 0.024 -0.567 0.126 -0.040 -0.154 -0.118 -0.144 0.022